# 1
C28H54BN4O5 | the ωB97M-V functional and the def2-TZVPD basis

Geometry as XYZ:
```
92
Properties=species:S:1:pos:R:3
C -6.60 8.43 2.09
C -7.94 8.84 1.25
C -8.20 7.81 0.04
C -9.32 6.69 0.45
C -8.65 5.53 1.34
C -7.90 4.44 0.37
C -7.92 3.03 1.15
C -6.89 1.94 0.51
C -5.35 2.40 0.60
C -4.57 1.67 1.83
C -4.00 0.24 1.31
C -2.40 0.28 1.03
C -1.53 -0.46 2.17
C -0.49 -1.56 1.55
C 0.66 -0.85 0.65
C 2.15 -1.34 0.99
C 2.60 -2.66 0.21
N 1.67 -3.38 -0.66
C 2.06 -4.60 -1.34
C 3.49 -5.21 -1.24
B 3.98 -6.56 -2.03
O 3.92 -7.88 -1.50
O 4.56 -6.37 -3.36
C 4.01 -5.19 -4.01
C 4.55 -4.51 -0.33
C 6.05 -5.08 -0.13
O 6.84 -5.27 -1.10
O 6.58 -5.37 1.17
C 4.08 -3.18 0.39
C 5.18 -2.43 1.28
C 6.44 -1.88 0.45
C 6.23 -1.79 -1.14
C 7.41 -0.96 -1.90
N 7.20 -1.19 -3.36
C 7.92 -2.38 -3.87
N 7.58 -2.82 -5.08
N 8.99 -3.11 -3.16
H -6.21 7.39 1.79
H -5.79 9.22 1.90
H -6.88 8.45 3.20
H -7.77 9.89 0.83
H -8.87 8.85 1.92
H -7.27 7.23 -0.28
H -8.60 8.39 -0.88
H -10.13 7.22 1.07
H -9.79 6.24 -0.51
H -7.94 6.03 2.07
H -9.44 4.91 1.91
H -6.83 4.81 0.15
H -8.56 4.37 -0.57
H -7.61 3.18 2.25
H -9.00 2.61 1.07
H -6.98 0.95 1.10
H -7.20 1.69 -0.57
H -4.86 2.17 -0.42
H -5.22 3.54 0.75
H -3.74 2.36 2.21
H -5.33 1.52 2.68
H -4.29 -0.61 2.02
H -4.56 0.04 0.32
H -2.25 -0.14 -0.02
H -2.11 1.40 1.06
H -2.29 -0.97 2.87
H -0.94 0.30 2.79
H -0.04 -2.09 2.48
H -1.13 -2.30 0.95
H 0.61 0.28 0.91
H 0.35 -0.96 -0.44
H 2.15 -1.62 2.12
H 2.90 -0.48 0.89
H 0.70 -3.06 -0.83
H 1.27 -5.13 -1.99
H 4.67 -8.40 -1.90
H 4.25 -5.23 -5.15
H 4.44 -4.19 -3.64
H 2.86 -5.24 -3.94
H 7.56 -5.45 1.08
H 4.69 -1.53 1.79
H 5.49 -3.15 2.12
H 7.37 -2.53 0.69
H 6.69 -0.82 0.83
H 6.24 -2.84 -1.63
H 5.20 -1.34 -1.41
H 7.19 0.14 -1.69
H 8.45 -1.21 -1.51
H 7.46 -0.38 -3.93
H 6.83 -2.23 -5.46
H 9.87 -2.98 -3.71
H 8.76 -4.11 -3.31
O 8.12 -3.09 3.22
H 7.77 -3.89 2.82
H 7.34 -2.52 3.32
```

Computed properties:
* total energy: -46773.4830 eV
* HOMO: -11.506 eV
* net charge: +1
* spin multiplicity: 1
* gap between HOMO and LUMO: 6.539 eV
* energy above the lowest of the compared OMol25 structures with the same formula, charge and spin: 138.8 kcal/mol

# 2
C28H54N2O8 | the ωB97M-V functional and the def2-TZVPD basis

Geometry as XYZ:
```
92
Properties=species:S:1:pos:R:3
C 2.30 -5.23 3.97
C 2.28 -6.30 5.03
O 1.14 -6.59 5.42
C 3.54 -7.15 5.41
H 3.26 -5.38 3.48
H 2.34 -4.21 4.35
H 1.56 -5.39 3.19
H 4.06 -7.42 4.49
H 3.22 -8.07 5.90
H 4.24 -6.71 6.12
C -0.13 6.55 9.78
C -0.57 5.95 8.41
O -1.12 4.88 8.32
C -0.38 6.81 7.14
H 0.13 7.59 9.55
H 0.64 6.03 10.34
H -0.89 6.57 10.56
H 0.53 7.40 7.05
H -1.12 7.60 7.11
H -0.56 6.30 6.19
C 5.61 4.49 -5.90
C 4.28 4.88 -5.33
O 3.25 4.75 -5.97
C 4.20 5.55 -3.94
H 5.52 3.59 -6.50
H 6.31 4.57 -5.07
H 5.93 5.25 -6.61
H 3.17 5.83 -3.74
H 4.85 6.43 -3.95
H 4.66 5.00 -3.11
C -4.80 -1.46 6.11
C -5.55 -1.39 4.82
O -5.64 -2.37 4.11
C -5.75 0.00 4.19
H -3.95 -2.13 5.94
H -5.45 -1.87 6.88
H -4.43 -0.51 6.49
H -6.81 0.18 4.37
H -5.86 -0.22 3.13
H -5.11 0.86 4.36
C 6.86 0.12 2.78
C 6.86 -0.01 4.29
O 6.62 -1.08 4.87
C 7.31 1.12 5.09
H 7.63 0.84 2.52
H 5.87 0.54 2.59
H 6.98 -0.81 2.23
H 6.58 1.91 4.93
H 8.34 1.31 4.79
H 7.26 0.98 6.17
C 0.80 0.48 -1.65
C 0.17 0.76 -0.26
O -0.14 -0.14 0.43
C 0.25 2.17 0.33
H 1.51 1.24 -1.97
H 0.00 0.24 -2.34
H 1.37 -0.45 -1.56
H 1.05 2.08 1.06
H -0.74 2.46 0.69
H 0.63 2.84 -0.44
C 0.24 -5.82 -4.34
C 0.38 -7.11 -5.10
O 1.09 -7.04 -6.08
C -0.05 -8.37 -4.50
H 0.94 -5.15 -4.83
H 0.48 -5.95 -3.28
H -0.81 -5.55 -4.48
H -1.01 -8.68 -4.91
H -0.28 -8.36 -3.43
H 0.73 -9.10 -4.75
C -0.61 0.10 -10.98
C -2.12 -0.06 -10.54
O -2.97 -0.33 -11.39
C -2.43 0.32 -9.13
H -0.27 1.09 -10.69
H -0.30 0.07 -12.03
H 0.05 -0.61 -10.48
H -3.34 0.92 -9.21
H -1.59 0.78 -8.62
H -2.81 -0.63 -8.74
C -7.48 -4.00 -1.29
C -6.58 -3.02 -1.90
N -5.96 -2.23 -2.42
H -7.97 -3.60 -0.40
H -7.07 -4.99 -1.10
H -8.26 -4.17 -2.03
C -6.29 4.76 -2.00
C -5.41 5.56 -1.06
N -4.73 6.18 -0.39
H -7.31 5.03 -1.71
H -6.29 3.71 -1.73
H -6.10 4.99 -3.05
```

Computed properties:
* total energy: -49267.0678 eV
* HOMO: -9.371 eV
* spin multiplicity: 1
* SMILES: CC(C)=O.CC(C)=O.CC(C)=O.CC(C)=O.CC(C)=O.CC(C)=O.CC(C)=O.CC(C)=O.CC#N.CC#N
* gap between HOMO and LUMO: 9.712 eV

# 3
C28H54O13S3 | the ωB97M-V functional and the def2-TZVPD basis

Geometry as XYZ:
```
98
Properties=species:S:1:pos:R:3
C 10.92 -5.11 23.06
C 12.10 -4.87 23.96
C 12.26 -3.39 24.38
O 12.10 -3.39 25.78
C 11.97 -4.66 26.24
O 11.92 -4.95 27.39
O 11.87 -5.53 25.22
H 10.83 -6.14 22.71
H 10.96 -4.43 22.20
H 9.99 -4.85 23.58
H 13.00 -5.30 23.53
H 11.47 -2.79 23.92
H 13.22 -2.98 24.09
C 9.52 -9.63 18.84
C 10.70 -9.28 19.71
O 11.55 -10.09 20.02
C 10.72 -7.87 20.23
H 8.62 -9.11 19.15
H 9.32 -10.70 18.83
H 9.75 -9.35 17.80
H 11.45 -7.82 21.03
H 9.73 -7.56 20.55
H 11.11 -7.25 19.42
C 9.63 -13.35 19.70
C 8.88 -12.67 20.80
O 7.88 -12.02 20.58
C 9.51 -12.73 22.16
H 9.47 -14.43 19.77
H 10.70 -13.16 19.78
H 9.30 -12.99 18.73
H 8.82 -12.70 23.00
H 10.28 -11.95 22.24
H 10.15 -13.61 22.24
C 16.55 -5.97 20.58
C 15.84 -6.90 19.62
O 16.33 -7.18 18.55
C 14.55 -7.54 20.11
H 15.88 -5.44 21.25
H 17.07 -5.22 19.98
H 17.29 -6.55 21.13
H 14.06 -8.05 19.30
H 13.91 -6.74 20.49
H 14.82 -8.17 20.97
C 14.12 -11.18 22.71
C 14.16 -12.60 22.22
O 14.95 -13.40 22.69
C 13.18 -12.98 21.16
H 15.13 -10.78 22.79
H 13.68 -11.18 23.71
H 13.51 -10.52 22.09
H 13.22 -14.04 20.89
H 13.33 -12.42 20.24
H 12.17 -12.83 21.54
C 12.19 -1.79 17.93
C 13.73 -1.84 17.87
C 14.17 -3.17 18.48
S 12.88 -3.67 19.62
O 13.35 -3.61 20.99
O 12.28 -4.90 19.15
C 11.83 -2.23 19.33
H 11.82 -2.51 17.19
H 11.85 -0.80 17.65
H 14.17 -0.99 18.41
H 14.10 -1.80 16.85
H 15.13 -3.21 18.98
H 14.14 -3.91 17.67
H 12.25 -1.50 20.03
H 10.81 -2.52 19.54
C 5.77 -10.53 23.35
C 5.10 -9.37 22.57
C 6.17 -8.41 22.10
S 7.40 -8.44 23.39
O 6.90 -7.72 24.52
O 8.69 -8.13 22.82
C 7.23 -10.19 23.67
H 5.78 -11.45 22.77
H 5.26 -10.82 24.27
H 4.39 -8.87 23.22
H 4.52 -9.75 21.73
H 5.84 -7.38 21.98
H 6.67 -8.77 21.19
H 7.55 -10.41 24.69
H 7.92 -10.68 22.99
C 8.47 -6.62 16.79
C 7.36 -5.57 16.89
C 7.82 -4.39 16.04
S 9.51 -4.21 16.56
O 9.47 -3.51 17.81
O 10.39 -3.72 15.54
C 9.83 -5.95 16.91
H 8.38 -7.19 15.86
H 8.34 -7.39 17.55
H 7.27 -5.24 17.93
H 6.39 -5.96 16.57
H 7.23 -3.49 16.18
H 7.80 -4.63 14.98
H 10.19 -5.97 17.93
H 10.57 -6.27 16.18
```

Computed properties:
* total energy: -89034.3887 eV
* HOMO: -9.500 eV
* spin multiplicity: 1
* SMILES: C[C@H]1COC(=O)O1.O=S1(=O)CCCC1.O=S1(=O)CCCC1.O=S1(=O)CCCC1.CC(C)=O.CC(C)=O.CC(C)=O.CC(C)=O
* gap between HOMO and LUMO: 9.647 eV
* energy above the lowest of the compared OMol25 structures with the same formula, charge and spin: 0.0 kcal/mol

# 4
C28H55BF4INO3 | the ωB97M-V functional and the def2-TZVPD basis

Geometry as XYZ:
```
93
Properties=species:S:1:pos:R:3
C -8.46 7.38 0.68
C -7.90 5.93 0.07
C -6.51 5.53 0.87
C -5.47 4.91 -0.25
C -4.18 4.27 0.59
C -2.94 4.15 -0.48
C -1.85 2.94 -0.10
C -2.04 1.61 -1.05
C -3.36 0.81 -0.50
C -3.22 -0.80 -0.38
C -2.15 -1.53 -1.37
C -1.33 -2.64 -0.42
O -1.22 -3.93 -1.17
C -0.11 -4.68 -0.50
C 0.03 -4.86 1.13
O 0.82 -5.19 -1.34
N -1.10 -0.63 -1.97
C -1.29 -0.26 -3.42
C -2.81 -0.08 -3.95
C -2.99 1.26 -4.93
I -3.36 -1.86 -5.17
C -0.78 0.57 -1.06
C 0.68 1.27 -1.41
C 1.79 0.64 -0.35
C 3.27 0.54 -1.10
C 4.39 0.63 0.11
C 4.70 -0.85 0.78
C 6.27 -1.25 0.51
C 7.10 -0.84 1.90
C 8.56 -1.57 1.80
C 8.92 -2.13 3.33
O 8.18 -3.42 3.45
C 8.76 -4.26 4.52
H -9.55 7.56 0.22
H -8.54 7.25 1.85
H -7.77 8.26 0.33
H -8.69 5.06 0.17
H -7.65 6.01 -1.09
H -6.02 6.42 1.46
H -6.80 4.65 1.60
H -5.93 4.03 -0.89
H -5.02 5.72 -0.98
H -4.55 3.25 1.03
H -3.85 4.93 1.50
H -2.35 5.19 -0.48
H -3.29 4.01 -1.61
H -2.03 2.61 1.02
H -0.80 3.44 -0.16
H -2.30 2.02 -2.14
H -3.70 1.30 0.51
H -4.23 1.03 -1.29
H -3.05 -1.05 0.78
H -4.30 -1.27 -0.62
H -2.74 -2.19 -2.14
H -1.97 -2.92 0.55
H -0.31 -2.23 -0.03
H 0.62 -3.92 1.56
H -1.00 -4.97 1.70
H 0.73 -5.79 1.37
H -0.19 -1.20 -1.94
H -0.68 0.71 -3.77
H -0.80 -1.15 -4.06
H -3.65 0.01 -3.14
H -2.03 1.46 -5.59
H -3.26 2.19 -4.25
H -3.92 1.11 -5.67
H -0.65 0.16 0.05
H 1.07 0.94 -2.49
H 0.66 2.44 -1.43
H 1.84 1.20 0.67
H 1.45 -0.50 -0.19
H 3.33 -0.45 -1.72
H 3.39 1.46 -1.82
H 5.39 1.07 -0.36
H 4.06 1.44 0.92
H 4.49 -0.74 1.95
H 3.93 -1.69 0.42
H 6.36 -2.39 0.25
H 6.78 -0.62 -0.35
H 7.14 0.34 1.90
H 6.47 -1.16 2.87
H 8.47 -2.47 1.02
H 9.43 -0.89 1.42
H 10.09 -2.29 3.48
H 8.48 -1.38 4.13
H 9.04 -5.33 4.09
H 7.94 -4.44 5.34
H 9.70 -3.78 5.03
B 0.07 -8.82 2.03
F -0.34 -9.79 3.04
F 0.68 -7.67 2.68
F 1.03 -9.44 1.13
F -1.10 -8.39 1.28
```

Computed properties:
* total energy: -57197.6336 eV
* HOMO: -9.317 eV
* spin multiplicity: 1
* gap between HOMO and LUMO: 8.151 eV

# 5
C28H55BNO | the ωB97M-V functional and the def2-TZVPD basis

Geometry as XYZ:
```
86
Properties=species:S:1:pos:R:3
C -8.41 -0.58 1.07
C -7.22 -0.05 0.25
C -7.54 1.20 -0.59
C -7.14 1.07 -2.06
C -5.62 0.99 -2.25
C -4.96 2.36 -2.37
C -3.55 2.30 -2.95
C -2.56 1.42 -2.16
C -1.72 0.53 -3.08
C -0.74 -0.33 -2.31
C 0.44 -0.85 -3.14
C 1.55 -1.45 -2.25
C 2.98 -1.23 -2.77
C 3.76 -0.26 -1.88
C 4.40 -0.94 -0.64
B 5.86 -0.33 -0.19
C 5.71 1.15 0.48
O 5.67 2.25 -0.49
C 5.14 3.41 -0.08
C 4.51 4.22 -1.04
C 3.94 5.44 -0.69
C 3.99 5.90 0.64
C 4.64 5.11 1.59
C 5.21 3.89 1.24
H -8.30 -0.31 2.11
H -9.34 -0.14 0.73
H -8.50 -1.66 0.98
H -6.41 0.20 0.93
H -6.82 -0.82 -0.40
H -8.60 1.43 -0.54
H -6.99 2.05 -0.17
H -7.64 0.22 -2.51
H -7.48 1.97 -2.57
H -5.17 0.45 -1.42
H -5.41 0.44 -3.17
H -5.57 2.93 -3.08
H -4.99 2.91 -1.43
H -3.16 3.32 -2.99
H -3.63 1.91 -3.96
H -1.86 2.06 -1.61
H -3.08 0.81 -1.43
H -1.21 1.18 -3.79
H -2.43 -0.10 -3.63
H -1.25 -1.19 -1.89
H -0.33 0.26 -1.49
H 0.07 -1.65 -3.78
H 0.84 -0.08 -3.79
H 1.35 -2.52 -2.13
H 1.46 -1.04 -1.25
H 2.98 -0.92 -3.81
H 3.49 -2.18 -2.73
H 3.05 0.48 -1.50
H 4.53 0.27 -2.44
H 4.44 -2.02 -0.77
H 3.72 -0.78 0.21
H 6.67 -0.36 -1.12
H 6.30 -1.06 0.70
H 6.57 1.33 1.14
H 4.80 1.18 1.08
H 4.45 3.89 -2.07
H 3.45 6.06 -1.42
H 3.54 6.84 0.91
H 4.70 5.45 2.61
H 5.70 3.31 2.00
C 1.30 -0.94 2.31
C 1.38 -1.80 3.56
N 0.49 -2.95 3.52
C 0.33 -3.61 4.80
C 1.56 -4.27 5.43
C 0.65 -3.82 2.36
C 2.04 -4.41 2.10
H 0.27 -0.65 2.09
H 1.89 -0.04 2.44
H 1.71 -1.46 1.44
H 1.10 -1.19 4.42
H 2.43 -2.09 3.72
H -0.47 -4.35 4.70
H -0.05 -2.86 5.50
H 1.84 -5.18 4.92
H 1.34 -4.54 6.47
H 2.42 -3.60 5.44
H 0.35 -3.25 1.48
H -0.08 -4.62 2.44
H 2.83 -3.66 2.15
H 2.07 -4.84 1.09
H 2.29 -5.21 2.80
```

Computed properties:
* total energy: -34142.4267 eV
* HOMO: -4.905 eV
* net charge: -1
* spin multiplicity: 1
* gap between HOMO and LUMO: 7.309 eV